[1]
Formula: C36H90N10O16
Source: OMol25
Level of theory: ωB97M-V/def2-TZVPD

Summary:
Highest occupied orbital energy (eV): -12.51
Charge: +2
Gap between HOMO and LUMO (Eh): 0.1799

CARTESIAN COORDINATES (ANGSTROEM)
H  4.121  -1.718  -1.507
C  1.652  1.068  -5.500
N  1.775  5.075  -1.099
N  -4.214  2.856  -6.033
H  -2.008  0.007  7.712
O  4.461  4.290  -1.381
H  3.478  2.568  4.477
H  0.458  2.323  -6.806
H  -3.333  1.246  3.110
O  -3.433  5.066  -0.174
H  -4.787  -1.744  4.859
O  1.800  -3.807  -4.670
C  0.565  -0.870  5.506
H  2.521  5.204  -0.430
N  -1.287  -4.734  1.261
N  -1.794  0.028  5.050
O  -3.056  -3.887  -2.526
H  -3.931  5.885  -0.227
H  3.777  -3.000  4.199
H  4.230  -2.316  -5.071
H  5.607  -3.504  3.789
H  1.675  1.661  0.553
H  -4.524  -0.162  2.926
H  -0.121  -2.397  -2.852
C  -3.581  0.207  3.329
H  -5.099  0.785  5.362
C  3.613  -1.499  -4.696
H  1.668  -1.421  -1.490
H  -3.881  -2.022  -0.109
O  5.303  -3.249  2.915
H  -2.460  1.062  -3.826
H  -1.199  1.303  -1.565
C  0.971  2.447  -5.852
H  -1.348  4.577  -1.519
C  -0.304  -3.642  -5.578
C  -4.087  0.664  5.746
C  2.078  1.999  3.129
H  3.037  0.892  4.690
H  -1.445  -0.483  0.501
H  4.337  -1.016  2.672
H  1.109  -1.584  6.123
H  2.317  0.704  -6.283
O  0.063  2.878  -4.785
C  5.203  3.480  -0.904
H  4.138  1.288  3.421
H  -4.253  3.203  -6.981
H  -0.546  -2.753  -4.997
H  2.615  -1.461  2.779
H  1.106  -3.405  3.077
H  0.413  1.908  -1.905
C  3.949  -3.117  3.129
C  -0.219  1.485  -1.125
H  -0.586  -4.573  -5.086
C  -0.739  -3.954  2.210
H  -3.402  -1.881  7.204
C  -0.981  -0.233  7.437
H  4.340  -2.815  1.042
H  -2.853  2.503  -0.406
H  2.020  5.250  -2.063
C  1.148  -3.782  -5.710
H  3.925  -0.627  -5.272
H  6.133  2.938  0.809
H  1.360  -4.002  -7.674
H  -0.302  0.046  1.497
H  2.794  3.915  2.625
C  -4.070  4.062  0.480
O  -2.285  1.778  -6.308
N  4.201  -2.092  -2.441
C  -0.917  -0.826  5.966
H  -4.403  4.333  1.482
H  0.367  -4.958  3.713
C  -0.473  -1.828  -1.992
H  -4.188  0.787  -4.084
H  2.327  -0.101  0.402
C  -3.704  -1.714  4.979
N  5.386  3.439  0.350
H  -5.138  -3.280  -0.197
H  2.799  -3.789  -6.816
H  -0.921  -2.823  6.705
H  -4.723  -2.837  -3.838
C  -1.530  -2.252  6.005
H  -0.235  2.000  -0.165
N  1.790  -3.780  -6.787
H  0.125  -1.502  0.811
H  -0.793  -5.594  1.071
H  4.324  -3.036  -2.779
H  -0.407  6.042  -2.251
C  -0.441  4.994  -1.956
H  -0.674  -2.600  -1.250
O  0.167  4.362  0.233
C  -4.157  -2.976  -0.560
H  -2.258  -4.593  1.020
O  -2.099  2.917  1.366
C  1.866  0.776  -0.053
H  6.780  2.216  -1.494
H  0.768  -0.165  -2.488
C  0.515  4.769  -0.838
C  3.944  -1.151  -3.297
H  5.407  2.280  -2.732
H  -3.672  1.665  5.866
H  -5.425  -1.910  -2.515
H  2.545  0.950  -0.887
H  -0.546  -0.975  8.107
C  -3.229  2.808  0.571
H  -3.533  -3.747  -0.107
H  -2.052  -1.671  -3.004
C  -3.169  2.174  -5.548
H  3.419  -3.951  2.669
H  1.264  3.470  2.002
O  -1.577  -1.040  -2.458
O  -1.283  -2.838  2.527
H  -3.272  -2.216  4.113
H  -0.771  -3.609  -6.563
C  -0.360  -0.552  0.587
H  -3.032  -0.359  2.577
N  2.083  3.203  2.529
H  -4.034  0.276  6.763
H  -3.476  2.290  -3.349
H  -1.576  3.679  1.105
H  2.216  1.166  -4.572
N  -4.727  -2.548  -2.870
C  0.662  -4.373  2.842
N  0.489  0.191  -0.542
C  3.599  -1.783  2.438
H  -1.267  -2.856  5.137
H  5.254  1.452  -1.227
O  1.125  1.233  2.999
O  0.664  0.023  -5.332
H  1.252  -4.987  2.162
H  -0.065  0.478  -4.904
H  2.530  -1.528  -4.811
H  1.155  -0.005  5.810
C  0.738  -0.882  -1.667
C  -3.278  -0.204  4.796
O  -1.233  1.180  4.672
H  -3.828  1.993  0.978
H  1.715  3.232  -5.986
O  3.688  -2.110  1.039
C  -3.028  -2.383  6.312
H  -0.771  2.828  -5.257
O  4.105  0.004  -2.963
H  4.866  4.191  0.779
H  -3.397  -3.399  6.449
H  0.647  -0.873  4.419
H  -4.990  3.888  -0.077
H  -0.293  0.610  7.374
C  5.713  2.328  -1.687
H  -0.041  4.468  -2.823
C  -3.395  1.533  -4.129
C  -3.911  -3.187  -2.035
H  -5.081  3.010  -5.538
C  3.249  1.650  3.936



[2]
Formula: C4H8
Source: OMol25
Level of theory: ωB97M-V/def2-TZVPD

Summary:
Highest occupied orbital energy (eV): -9.11
Energy relative to the best compared isomer or geometry (same formula, charge and spin) (kcal per mole): 100.1
SMILES string: C1=CC1.C
Gap between HOMO and LUMO (Eh): 0.3650

CARTESIAN COORDINATES (ANGSTROEM)
H  -0.203  -1.557  -0.409
H  1.638  1.151  0.258
H  -0.511  1.449  0.838
C  -0.582  0.389  0.668
H  3.427  0.787  -0.017
C  2.384  0.584  -0.264
C  -1.697  -0.264  0.455
H  2.196  0.642  -1.340
H  2.183  -0.473  -0.066
H  -2.494  -0.617  1.108
H  -0.971  -0.591  -1.680
C  -0.993  -0.850  -0.620



[3]
Formula: C26H24F2O3
Source: OMol25
Level of theory: ωB97M-V/def2-TZVPD

Summary:
Highest occupied orbital energy (eV): -5.90
Energy relative to the best compared isomer or geometry (same formula, charge and spin) (kcal per mole): 12.8
Gap between HOMO and LUMO (Eh): 0.0906

CARTESIAN COORDINATES (ANGSTROEM)
C  -0.014  6.442  0.287
H  -0.711  -1.214  -1.736
F  1.924  -5.664  -2.354
H  -3.072  3.199  1.323
H  7.502  0.127  1.178
H  -3.926  -1.289  0.672
C  4.282  0.798  1.139
H  0.950  -0.219  -0.655
H  6.610  1.212  2.255
C  -1.182  2.999  0.348
H  2.261  1.152  0.489
C  -5.157  1.719  1.659
H  4.390  1.765  1.633
C  -4.619  -0.566  1.103
H  -7.071  2.056  2.590
C  1.252  -4.477  -2.198
H  -7.704  -0.374  2.551
H  -6.097  -2.045  1.572
H  -1.742  -3.117  -2.966
H  -1.620  -5.349  -3.748
C  4.059  -1.678  -0.171
C  3.105  0.460  0.506
O  -0.203  2.414  -0.102
C  1.170  -2.206  -1.368
C  -6.743  -0.048  2.153
O  -1.174  4.367  0.521
H  6.829  -0.488  2.687
F  6.267  -2.179  0.530
C  6.642  0.199  1.853
H  2.847  -3.609  -1.092
H  0.150  4.757  -1.029
C  5.202  -1.311  0.505
H  0.897  4.525  0.586
C  1.865  -3.448  -1.517
C  -2.893  1.166  0.551
C  -0.730  -3.198  -2.564
O  -2.236  0.334  -0.104
C  5.364  -0.098  1.166
H  -0.658  -6.460  -2.762
C  0.045  4.957  0.046
C  1.661  -1.046  -0.724
H  0.923  6.883  -0.055
C  -4.244  0.789  1.130
C  -2.455  2.489  0.792
C  -6.392  1.308  2.175
H  -0.827  6.911  -0.273
C  -0.154  -2.138  -1.899
H  -4.910  2.779  1.665
C  2.931  -0.797  -0.151
H  -0.126  6.677  1.349
H  -0.022  -5.874  -4.299
C  -0.606  -5.584  -3.419
C  -0.031  -4.405  -2.731
C  -5.849  -0.984  1.609
H  4.042  -2.620  -0.705



[4]
Formula: C39H111N15O12
Source: OMol25
Level of theory: ωB97M-V/def2-TZVPD

Summary:
Highest occupied orbital energy (eV): -9.13
Energy relative to the best compared isomer or geometry (same formula, charge and spin) (kcal per mole): 247.9
SMILES string: COC[C@H](C)N.COC[C@H](C)N.COC[C@H](C)N.COC[C@H](C)N.COC[C@H](C)N.COC[C@H](C)N.COC[C@H](C)N.COC[C@H](C)N.COC[C@H](C)N.NC(N)=O.NC(N)=O.NC(N)=O
Gap between HOMO and LUMO (Eh): 0.3315

CARTESIAN COORDINATES (ANGSTROEM)
H  0.727  -2.574  5.361
H  -2.139  -6.681  1.739
H  -2.524  -0.151  2.306
H  2.213  1.855  0.180
H  -5.068  2.126  -3.594
O  6.476  0.951  2.336
H  0.056  0.765  1.550
H  2.071  -0.441  -1.313
H  3.983  2.774  -8.637
H  1.234  2.936  7.046
C  3.601  -6.385  -2.942
C  4.918  -2.447  8.032
H  6.362  1.521  4.263
C  -9.464  -4.354  2.182
H  6.412  -0.470  -5.706
H  9.014  -1.557  -0.283
H  -5.601  -8.183  1.669
O  -0.052  4.288  6.364
H  5.512  -1.960  -5.973
C  -7.658  -3.500  3.737
H  7.060  -2.439  0.474
C  4.441  3.941  -7.125
H  -2.020  -4.117  -7.642
H  3.104  -3.818  6.192
H  -1.943  -1.707  -6.379
N  1.530  1.944  -0.558
N  4.215  3.714  -8.348
H  -2.543  7.537  4.486
N  3.462  -4.252  8.687
H  -9.902  -5.034  2.913
C  7.159  -1.658  1.228
H  1.874  7.473  0.410
H  -5.124  -9.380  2.608
H  -3.642  6.320  -2.543
C  -7.970  -4.256  0.158
H  -3.662  -6.028  1.603
H  -4.318  -7.147  4.224
N  -3.471  7.273  -4.342
H  0.322  6.298  6.168
C  -2.428  -1.978  -8.532
H  4.007  6.954  -0.622
C  7.713  -0.353  0.692
H  0.589  -1.274  -0.487
H  -2.199  -3.710  -6.141
N  4.323  7.879  -0.875
H  -10.284  -3.849  1.671
H  -1.944  5.990  6.384
H  -2.942  5.779  4.114
H  1.327  9.070  0.568
C  3.226  9.915  2.218
H  -0.757  2.060  0.737
H  -7.286  -2.537  4.086
H  1.619  -6.126  -3.419
C  -5.710  2.979  -3.818
H  -8.886  -6.468  -0.300
H  3.894  -4.874  8.018
C  -0.487  1.009  0.637
H  -7.736  -5.483  2.013
N  -0.240  7.040  5.776
H  5.316  -6.686  -2.134
C  -1.610  -2.214  -7.285
H  2.914  -2.146  6.173
H  3.935  -6.851  -1.049
H  6.251  -3.624  -6.101
N  5.181  5.024  -7.029
H  5.563  2.654  3.221
C  -0.260  -1.544  -7.276
H  -6.175  7.000  -4.135
C  -4.210  6.350  -3.472
H  -1.190  3.830  4.754
C  0.624  -3.533  5.870
C  -4.227  4.862  -3.945
H  7.517  -3.828  -7.322
H  0.431  -1.674  -8.108
O  -4.378  -9.141  4.448
H  -0.055  1.949  6.295
H  -5.581  7.968  -3.018
C  -5.579  6.899  -3.228
C  1.298  -0.448  -0.544
H  7.308  2.695  3.256
H  2.547  10.641  2.666
H  -5.713  -2.170  -8.939
H  5.465  -2.411  8.974
H  -4.576  -10.229  6.176
C  2.732  -3.006  6.817
H  -3.234  -9.145  6.345
H  3.661  9.757  -0.686
O  4.126  3.222  -6.174
H  0.176  4.848  4.424
N  9.009  -0.642  0.144
C  -2.174  6.525  4.319
N  -4.870  -8.871  1.773
H  -10.029  -6.342  0.721
H  4.823  8.001  -0.006
H  -2.139  -2.597  -9.382
H  -7.719  -3.220  0.384
H  3.020  -2.229  8.922
H  4.996  -1.541  7.431
H  2.005  -6.250  -1.732
H  9.076  -0.081  -0.694
H  5.430  -3.189  7.420
O  -3.815  -2.266  -8.248
H  3.993  9.770  2.978
O  4.115  -6.402  -4.087
O  -8.745  -3.286  2.752
N  -9.019  -6.345  0.694
C  -1.312  6.107  5.503
N  -1.539  -3.627  -6.901
H  -6.652  2.777  -3.309
H  -4.892  -8.494  6.317
C  2.446  8.660  -2.022
H  -5.821  2.969  -4.903
H  -2.756  1.532  1.829
H  8.036  1.734  1.212
O  1.365  -3.271  7.070
H  3.765  10.330  1.367
C  -8.442  -5.086  1.283
H  -0.462  -0.473  -7.294
N  6.386  -1.469  -5.853
H  2.074  7.652  -2.205
C  -3.685  -8.267  2.304
H  -2.988  6.777  -5.078
H  1.564  9.297  -1.956
H  0.282  7.304  4.952
H  -3.149  -7.182  0.396
O  -5.302  4.190  -3.297
N  4.340  -6.542  -1.922
C  6.449  2.025  3.300
H  -4.134  7.839  -4.852
H  -8.186  -4.063  4.507
H  4.434  4.517  -8.919
H  -4.257  4.958  -5.031
H  6.241  -1.645  1.816
H  5.572  5.200  -6.115
H  0.278  -1.866  -6.385
H  7.847  -1.961  2.017
C  -4.716  -2.017  -9.352
C  0.517  0.931  -0.491
C  -3.782  -8.017  3.846
H  1.073  -4.340  5.291
H  -3.701  0.183  1.053
H  7.080  0.160  -0.032
H  5.350  5.784  -7.673
H  -4.527  -2.645  -10.223
C  -2.745  0.505  1.464
N  2.311  -6.252  -2.694
H  1.938  1.863  -1.478
H  -7.155  -4.704  -0.409
H  3.120  8.904  -2.843
O  8.380  -1.444  -6.674
H  1.063  2.858  5.360
C  -3.151  -6.981  1.468
H  8.483  0.543  2.487
N  6.894  -3.245  -6.782
H  -3.261  4.407  -3.724
H  -2.835  -8.942  2.197
C  -0.635  4.688  5.133
C  7.768  0.800  1.706
H  -2.765  -7.991  4.236
C  7.327  -2.042  -6.450
O  2.826  8.554  1.833
C  3.454  -2.908  8.187
H  -1.633  6.505  3.373
C  -4.220  -9.239  5.890
H  2.481  -4.491  8.679
H  -0.017  0.986  -1.440
H  -4.539  -0.964  -9.571
H  1.783  -0.662  0.409
H  -6.186  6.373  -2.490
H  -6.795  -4.062  3.380
C  3.192  8.773  -0.713
H  -2.310  -0.954  -8.886
C  2.250  8.491  0.517
H  -0.434  -3.792  5.866
O  -1.795  0.379  0.446
H  -8.719  -4.108  -0.620
C  0.468  2.906  6.272



[5]
Formula: C2H6N2O2S
Source: OMol25
Level of theory: ωB97M-V/def2-TZVPD

Summary:
Highest occupied orbital energy (eV): -8.69
Energy relative to the best compared isomer or geometry (same formula, charge and spin) (kcal per mole): 88.1
SMILES string: O/N=C(\CS)NO
Gap between HOMO and LUMO (Eh): 0.3455

CARTESIAN COORDINATES (ANGSTROEM)
H  0.070  2.691  -0.622
H  1.297  0.253  1.508
H  2.126  0.549  -0.905
H  -0.934  -1.998  -0.452
C  1.021  -0.485  0.782
N  -1.195  -1.153  0.010
N  -0.689  1.036  -0.157
H  -2.367  0.164  -0.698
C  -0.341  -0.120  0.195
S  2.257  -0.691  -0.489
O  -2.464  -0.773  -0.423
H  0.905  -1.444  1.308
O  0.315  1.970  -0.057



[6]
Formula: C3H7N3OS
Source: OMol25
Level of theory: ωB97M-V/def2-TZVPD

Summary:
Highest occupied orbital energy (eV): -8.78
Energy relative to the best compared isomer or geometry (same formula, charge and spin) (kcal per mole): 132.9
Gap between HOMO and LUMO (Eh): 0.3297

CARTESIAN COORDINATES (ANGSTROEM)
C  -1.245  0.827  -0.420
H  -2.703  2.662  -0.602
C  1.296  -1.294  0.297
H  2.238  -3.099  0.203
O  -1.684  -0.318  -0.587
H  2.045  -2.318  -1.602
H  1.552  0.039  -1.608
N  1.260  -0.098  -0.466
H  -1.087  2.689  1.138
N  1.821  -2.287  -0.346
C  -2.007  2.019  0.264
S  0.410  1.288  -0.078
N  0.851  -1.239  1.450
H  -2.936  1.475  0.925
H  0.190  -0.344  1.431



Number 1: LUMO -7.6 eV. Number 2: LUMO 0.8 eV. Number 3: LUMO -3.4 eV. Number 4: LUMO -0.1 eV. Number 5: LUMO 0.7 eV. Number 6: LUMO 0.2 eV.